## w
Below is 2 unconnected molecules or ions with the total composition CH4NO3, with properties calculated with wB97M-V/def2-TZVPD.

Calculated values
E_LUMO ... 4.3 eV
E_HOMO ... -4.5 eV
Charge ... -1
Kohn-Sham gap ... 8.8 eV

Element x y z (Å)
1 N 1.04869 -1.04947 -1.31995
2 C -0.19169 -0.71279 -0.53040
3 O -1.08893 -1.53963 -0.51614
4 O -0.12140 0.44396 -0.00918
5 H 1.11642 -2.05269 -1.46113
6 H 1.85085 -0.70549 -0.79969
7 H -0.09733 1.62138 1.32807
8 H -0.25905 3.12419 1.61701
9 O 0.14560 2.32648 1.97398

## x
Below is 2 unconnected molecules or ions with the total composition CH4NO3, with properties calculated with wB97M-V/def2-TZVPD.

Calculated values
E_LUMO (spin up / spin down) ... 3.9 / 3.9 eV
E_HOMO (spin up / spin down) ... -1.2 / -1.2 eV
Charge ... -1
Kohn-Sham gap (spin up / spin down) ... 5.1 / 5.1 eV

Element x y z (Å)
1 C -1.10717 0.29459 0.32317
2 N 1.55050 0.34712 -0.43698
3 O 1.55591 -1.02718 0.02099
4 O -0.89423 -0.80279 0.83263
5 O -1.65505 0.61490 -0.85402
6 H -0.67659 1.15416 0.73133
7 H 2.21499 0.75673 0.25933
8 H 0.65742 -1.17418 0.51883
9 H -1.64578 -0.16335 -1.39528

Energy comparison, zero being the most stable, in kJ/mol: w 0.0; x 505.8.

## w
Below is a molecular structure, C2H2ClNO2, with properties calculated with wB97M-V/def2-TZVPD.

Calculated values
E_LUMO (spin up / spin down) ... 0.1 / -2.0 eV
E_HOMO (spin up / spin down) ... -8.3 / -10.8 eV
Kohn-Sham gap (spin up / spin down) ... 8.4 / 8.8 eV
2S+1 ... 3
⟨S²⟩ ... 2.014

Element x y z (Å)
1 C 0.14342 1.12067 -0.36308
2 C -0.45093 -0.14714 0.30164
3 N 0.51412 -1.59323 -0.30855
4 O 1.08121 1.71601 0.07309
5 O 1.50342 -1.72192 0.28269
6 Cl -2.04773 -0.46106 0.01741
7 H -0.58022 1.42081 -1.31271
8 H -0.16330 -0.33414 1.30952

## x
Below is 3 unconnected molecules or ions with the total composition C2H2ClNO2, with properties calculated with wB97M-V/def2-TZVPD.

Calculated values
E_LUMO (spin up / spin down) ... 0.5 / -4.7 eV
E_HOMO (spin up / spin down) ... -6.8 / -11.3 eV
Kohn-Sham gap (spin up / spin down) ... 7.3 / 6.6 eV
2S+1 ... 3
⟨S²⟩ ... 2.010

Element x y z (Å)
1 C 2.25990 -0.21920 1.94713
2 C -0.83466 -0.65862 -0.48855
3 N -1.09841 -1.42138 0.38681
4 O 3.01585 -0.06742 1.13547
5 O -0.56607 0.15714 -1.26281
6 Cl 1.44863 2.62274 -1.00735
7 H -0.81521 -2.38750 0.56327
8 H 0.72158 1.68861 -0.46880

Energy comparison, zero being the most stable, in kJ/mol: w 0.0; x 178.3.

## w
Below is a single CH4NO2PS molecule, with properties calculated with wB97M-V/def2-TZVPD.

Calculated values
E_LUMO ... 0.3 eV
E_HOMO ... -8.4 eV
SMILES string ... OP(O)NC=S
Kohn-Sham gap ... 8.7 eV

Element x y z (Å)
1 C -0.20416 -1.44397 1.20631
2 N 0.36130 -0.48664 0.37783
3 O -0.65189 2.02983 -0.04210
4 O 0.81937 0.55259 -1.59240
5 P -0.57497 0.53962 -0.72084
6 S 0.79657 -2.57638 1.97448
7 H -1.23855 -1.54892 1.24788
8 H 1.30956 -0.62608 -0.01688
9 H -1.45547 2.56288 0.03391
10 H 0.83823 0.99706 -2.46818

## x
Below is a single CH4NO2PS molecule, with properties calculated with wB97M-V/def2-TZVPD.

Calculated values
E_LUMO ... -0.6 eV
E_HOMO ... -9.4 eV
SMILES string ... N[P@@](O)(=S)C=O
Kohn-Sham gap ... 8.8 eV

Element x y z (Å)
1 C -1.33916 0.58866 1.25828
2 N 0.65341 -0.74929 -0.78399
3 O -1.20385 0.16939 2.37442
4 O 1.19885 1.53963 0.74775
5 P -0.03781 1.02503 -0.02360
6 S -0.77051 2.54750 -1.01223
7 H -2.21758 1.28159 0.87484
8 H 0.73014 -0.76591 -1.77028
9 H 0.04286 -1.51002 -0.34839
10 H 1.84010 0.81873 0.85119

Energy comparison, zero being the most stable, in kJ/mol: w 0.0; x 123.6.

## w
Below is 15 unconnected molecules or ions with the total composition C4H38N2O15, with properties calculated with wB97M-V/def2-TZVPD.

Calculated values
E_LUMO ... 0.0 eV
E_HOMO ... -9.4 eV
Kohn-Sham gap ... 9.3 eV

Element x y z (Å)
1 C 0.87482 1.07390 0.33308
2 C -0.07107 0.13505 1.05205
3 N -0.93243 1.01221 1.85491
4 C -2.38593 0.55886 1.77537
5 C -2.86241 0.70759 0.29434
6 N -2.80424 1.94075 -0.15582
7 O -2.99826 -0.23901 -0.47990
8 H 0.42958 1.70645 -0.34939
9 H 1.34945 1.65996 1.17580
10 H 1.78636 0.49767 0.03626
11 H -0.81278 -0.44117 0.39561
12 H 0.45879 -0.56065 1.73987
13 H -0.67131 1.24358 2.75413
14 H -2.56162 -0.35711 2.40258
15 H -3.00153 1.24317 2.46703
16 H -3.11101 2.62665 0.43922
17 H -2.76695 2.09951 -1.18935
18 H 3.75846 -0.06682 1.82653
19 H 2.67937 -0.50243 2.66537
20 O 3.51181 -0.03856 2.82012
21 H 0.76191 3.96528 -0.31582
22 H 2.14600 4.36641 0.21414
23 O 1.65002 4.05301 -0.39241
24 H -1.59001 -4.05060 2.40357
25 H -2.57522 -3.12516 1.92911
26 O -1.73979 -3.62618 1.62643
27 H 3.25722 2.51069 -2.84939
28 H 2.19541 2.85450 -1.76932
29 O 2.73608 2.13008 -2.16960
30 H -0.84017 1.92945 -1.88014
31 H -1.79162 1.12566 -2.74486
32 O -1.62566 2.08953 -2.50092
33 H 2.82249 2.05881 3.15031
34 H 1.50426 2.74507 2.40777
35 O 2.51847 2.74578 2.49970
36 H -1.13049 4.36623 1.62052
37 H -0.89838 2.90219 0.87823
38 O -0.46159 3.65344 1.26759
39 H 1.59272 -0.45490 -4.28666
40 H 0.60578 -1.56748 -4.06966
41 O 1.44818 -1.41207 -4.23493
42 H 0.80538 -4.03911 1.21707
43 H 1.72966 -3.70360 2.20929
44 O 0.91519 -4.23881 2.16106
45 H 3.89788 -0.79563 -0.36291
46 H 3.69669 0.57812 -0.51259
47 O 3.99127 -0.07915 0.15103
48 H -0.60594 -4.75109 -1.21319
49 H -1.12704 -4.04626 -0.12824
50 O -0.34484 -4.14551 -0.55212
51 H -3.33365 -1.99781 0.32573
52 H -4.69449 -1.60588 -0.10674
53 O -4.19157 -2.39719 0.21652
54 H -2.39555 -0.64580 -4.13201
55 H -2.50732 -1.05435 -2.54490
56 O -1.87917 -0.79903 -3.26446
57 H 2.12993 -3.00303 -0.91482
58 H 2.46071 -2.22122 -2.14177
59 O 2.61628 -2.32286 -1.31925

## x
Below is 15 unconnected molecules or ions with the total composition C4H38N2O15, with properties calculated with wB97M-V/def2-TZVPD.

Calculated values
E_LUMO ... -0.2 eV
E_HOMO ... -10.2 eV
Kohn-Sham gap ... 10.0 eV

Element x y z (Å)
1 C -3.22269 0.85397 -0.19461
2 C -2.42003 -0.03908 0.74481
3 C -2.36575 0.44884 2.19978
4 N -1.08441 -0.32683 0.18035
5 C -0.11785 0.61050 0.06507
6 N 0.90983 0.30894 -0.78374
7 O -0.14849 1.69537 0.65478
8 H -4.19632 1.03296 0.24915
9 H -2.64219 1.76137 -0.38157
10 H -3.27408 0.45353 -1.21106
11 H -2.88225 -1.02336 0.73921
12 H -2.84788 -0.27703 2.85077
13 H -2.89574 1.39327 2.35055
14 H -1.33860 0.63745 2.49488
15 H -1.06441 -1.18843 -0.34796
16 H 0.88373 -0.57212 -1.29045
17 H 1.38216 1.06269 -1.23809
18 H -1.08188 2.87990 1.58957
19 H -1.09980 4.34879 1.44650
20 O -1.48076 3.66846 2.02256
21 H 0.89142 -2.70392 2.16272
22 H 0.34036 -1.43165 1.79066
23 O 0.83704 -2.14152 1.36680
24 H -0.74428 -2.28589 -3.76893
25 H -1.39190 -2.64198 -2.50708
26 O -1.43297 -1.94218 -3.17815
27 H 2.57360 -1.85278 0.20839
28 H 3.76132 -1.96199 0.98313
29 O 3.45043 -2.25471 0.10288
30 H 1.51474 4.15282 2.78864
31 H 0.07071 3.71021 2.94725
32 O 0.88403 3.91770 3.47939
33 H 1.34339 -2.09762 -4.54399
34 H 2.24454 -3.23800 -3.84084
35 O 1.40934 -3.00542 -4.22812
36 H 0.56982 3.67664 0.26156
37 H 0.66529 5.09956 -0.31131
38 O 0.45558 4.60817 0.51549
39 H 0.28015 3.21339 -2.23423
40 H 1.57266 3.83108 -2.90467
41 O 0.88402 3.99052 -2.23788
42 H -1.14600 0.56655 -3.05467
43 H -0.54989 1.54262 -3.96284
44 O -0.50437 1.30477 -3.03757
45 H -3.51067 -4.12156 -0.11539
46 H -1.99842 -3.92745 -0.27433
47 O -2.67885 -4.41253 0.24405
48 H 2.47396 -3.54029 -0.90082
49 H 2.20421 -4.99943 -1.38445
50 O 2.02732 -4.06929 -1.59135
51 H 3.22651 0.25360 2.73343
52 H 2.62674 0.27093 1.37601
53 O 3.32944 -0.16029 1.85867
54 H 0.14042 -3.69343 -1.52455
55 H 0.17120 -3.05274 -0.05075
56 O -0.39205 -3.31647 -0.79787
57 H 1.96938 1.59036 4.57028
58 H 1.30087 1.89401 3.28516
59 O 2.11831 1.49901 3.63476

Energy comparison, zero being the most stable, in kJ/mol: w 517.4; x 0.0.

## w
Below is 2 unconnected molecules or ions with the total composition C3H5Cl2N, with properties calculated with wB97M-V/def2-TZVPD.

Calculated values
E_LUMO ... 0.0 eV
E_HOMO ... -9.1 eV
Kohn-Sham gap ... 9.1 eV

Element x y z (Å)
1 C 0.08120 0.47958 -0.37625
2 C 0.95984 -0.59251 0.68348
3 C -0.10797 -1.00754 -0.43953
4 H -1.47349 1.71630 -0.77640
5 H -0.61226 1.79446 1.38575
6 H 0.59431 0.96950 -1.32544
7 H 0.89057 -0.63673 1.77807
8 H 0.18156 -1.78516 -1.12641
9 N -1.05344 1.14921 0.13659
10 Cl 2.54490 -0.77185 -0.02256
11 Cl -2.00522 -1.31525 0.08270

## x
Below is 2 unconnected molecules or ions with the total composition C3H5Cl2N, with properties calculated with wB97M-V/def2-TZVPD.

Calculated values
E_LUMO (spin up / spin down) ... -0.6 / -0.6 eV
E_HOMO (spin up / spin down) ... -9.2 / -9.6 eV
Kohn-Sham gap (spin up / spin down) ... 8.5 / 9.0 eV

Element x y z (Å)
1 C 1.15536 0.60147 -0.45475
2 C 2.12810 -0.07758 0.03884
3 C -1.87967 0.22791 0.08898
4 N -1.11075 -0.80987 -0.54546
5 Cl 3.79820 0.38814 0.19104
6 Cl -0.77301 -2.12223 0.46899
7 H 0.82107 1.56283 -0.84917
8 H 2.03167 -1.10507 0.40355
9 H -2.31455 0.95324 -0.59152
10 H -2.61403 -0.41257 0.54119
11 H -1.24240 0.79374 0.70831

Energy comparison, zero being the most stable, in kJ/mol: w 0.0; x 37.0.